No. 1
43
Properties=species:S:1:pos:R:3 method="wB97M-V/def2-TZVPD" lumo_ev=0.04 e_tot_ha=-1315.11221 total_charge=0 max_force_ha_per_bohr=0.0523
S -3.30286 -2.36268 1.48388
N -0.50107 0.29114 -0.26655
N 4.71502 4.05940 0.32083
N 1.59294 0.98906 -0.08795
N 0.62399 -3.71035 -0.73306
C 2.54656 -1.77264 -0.10797
C -1.42896 -0.70110 -0.44861
C 2.48350 1.37389 -1.19344
C -5.46255 0.65894 -0.08243
C 1.20837 -1.43027 -0.33224
C 0.76816 -0.10711 -0.25065
C 2.90734 -3.10533 -0.28942
C 1.90040 -4.02637 -0.65177
C -2.83939 -0.34988 -0.41105
C -3.21807 -1.47503 3.09262
C 0.27106 -2.42012 -0.56247
C -4.60706 1.16136 -1.06457
C -3.30188 0.69665 -1.22562
C -1.04826 -2.01553 -0.64746
C 3.80560 1.98995 -0.68824
C -3.74184 -0.95619 0.49345
C 3.47837 3.30887 0.02172
C -5.05243 -0.46267 0.64089
H -1.81081 -2.78818 -0.87594
H -2.59553 1.08447 -1.98670
H 2.84795 3.87511 -0.65905
H 4.44990 2.17418 -1.56110
H 4.50771 4.94036 0.74162
H -2.80132 -0.46815 2.96994
H 2.17298 -5.05480 -0.85446
H 3.92038 -3.37940 -0.13139
H -5.76515 -0.93187 1.30860
H -4.24221 -1.35080 3.51070
H 2.93449 3.12513 0.92708
H 5.36527 3.52413 0.85482
H 3.26951 -1.01100 0.13271
H 2.03553 2.12193 -1.87424
H -6.50268 1.00606 0.00496
H 2.73688 0.52518 -1.86708
H 0.96500 1.72156 0.21904
H 4.31371 1.31888 0.01278
H -4.97234 1.97507 -1.68883
H -2.62622 -2.04188 3.80668



No. 2
46
Properties=species:S:1:pos:R:3 method="wB97M-V/def2-TZVPD" lumo_ev=2.69 e_tot_ha=-1684.16128 total_charge=-1 max_force_ha_per_bohr=0.0437
In 1.48242 0.75389 -0.55886
Cl 3.59151 0.33154 0.34275
O 1.75128 -1.87427 -1.69094
O -1.16251 0.29788 1.02824
O -0.71795 -4.48793 0.99649
N 0.52569 -3.15732 -0.27122
N 0.20873 -0.88680 -0.27967
C 1.07780 2.36418 1.41268
C -2.71514 -2.20472 0.86760
C -0.74495 -0.82036 0.68423
C -1.22679 -2.11299 1.26233
C 1.33413 2.72851 -3.02565
C 1.77684 3.97474 -0.09386
C 2.55436 2.01376 -2.91406
C -0.47028 -3.33653 0.66402
C -1.69177 -1.13084 3.63058
C -0.94726 -2.13301 2.79024
C 0.80624 0.48306 -2.99517
C 0.88399 -1.96000 -0.82655
C -0.08446 2.91744 0.76237
C 0.26091 1.80309 -3.07109
C -2.93648 -2.26112 -0.62382
C 0.35739 3.87141 -0.18278
C 2.25276 0.61477 -2.90618
C 2.22997 3.08074 0.90541
H 3.55848 2.42853 -2.89764
H -4.00509 -2.37292 -0.79488
H 3.25193 2.95712 1.24970
H -3.07792 -3.11047 1.37037
H -0.79159 2.03235 -3.22893
H -2.77109 -1.22895 3.52505
H 0.99975 -3.94097 -0.69006
H 1.07729 1.72697 2.29406
H 1.24980 3.80684 -3.15073
H 2.40788 4.65672 -0.65720
H -1.11842 2.69298 1.00526
H -1.41111 -0.10975 3.37667
H -1.43572 -1.31333 4.67182
H -1.17207 -3.16035 3.10689
H -2.43752 -3.12406 -1.07030
H 0.14106 -1.98469 2.89908
H 0.26502 -0.42738 -3.24971
H -0.29211 4.46573 -0.81910
H 2.98831 -0.18011 -3.02012
H -3.20936 -1.33043 1.31320
H -2.61393 -1.35296 -1.14052



No. 3
51
Properties=species:S:1:pos:R:3 method="wB97M-V/def2-TZVPD" lumo_ev="-0.48 / -0.47" s_squared=6.015 e_tot_ha=-2832.19492 total_charge=0 max_force_ha_per_bohr=0.0385 spin_multiplicity=5
Cr 0.54018 -0.75479 0.02092
S -1.35587 -3.44849 -3.07071
O -0.36383 -1.71081 1.43098
O 1.98504 -0.37128 3.69204
O -0.55191 1.31040 1.44844
O 1.78901 -0.32742 1.45083
O -0.57571 -1.70268 3.67145
O -2.63202 0.01686 -0.06103
O -1.01856 0.91226 -2.19233
N 2.62048 -0.67400 -3.44218
N 1.82177 -0.25442 -1.42919
N -0.29235 -1.80098 -1.49483
C 3.01762 0.44032 -1.57321
C 1.64102 -0.90857 -2.55174
C 0.03481 -1.43954 2.66305
C 4.89335 1.79740 -1.09664
C 3.52937 0.19297 -2.84596
C -3.12917 0.98563 -0.95576
C 4.72775 0.74450 -3.28680
C 0.47841 -1.79892 -2.65250
C 0.26204 2.32571 2.01700
C -2.42630 0.85900 -2.28728
C -0.49623 2.20309 -1.95628
C 1.40516 -0.65682 2.67150
C -2.78108 0.38742 1.31382
C 0.04443 -2.63332 -3.61403
C 5.39570 1.55286 -2.38930
C -1.91094 1.54061 1.74478
C -1.28495 -2.62393 -1.58135
C 3.70412 1.24730 -0.66767
H -2.80451 1.63715 -2.96197
H 1.29622 2.04099 1.85214
H 5.46389 2.42057 -0.41900
H 6.33882 1.99966 -2.68379
H -0.89286 2.64635 -1.03571
H 3.32144 1.38519 0.33731
H -4.20269 0.83609 -1.11769
H 0.58298 2.09746 -1.85009
H -2.99481 1.99001 -0.54540
H -0.71640 2.87370 -2.79454
H -2.00627 -2.77316 -0.78244
H 0.05679 3.29540 1.54684
H 0.08743 2.40273 3.09228
H 5.12174 0.54960 -4.27694
H 0.46878 -2.83461 -4.59032
H -2.65696 -0.11514 -2.72324
H -2.51764 -0.49262 1.89395
H 2.70250 -1.08877 -4.35406
H -2.23393 2.47994 1.27995
H -2.02547 1.64962 2.82761
H -3.82360 0.65427 1.51734



No. 4
51
Properties=species:S:1:pos:R:3 method="wB97M-V/def2-TZVPD" lumo_ev="-0.20 / 0.19" s_squared=6.053 e_tot_ha=-2832.15778 total_charge=0 max_force_ha_per_bohr=0.0542 spin_multiplicity=5
Cr 0.04258 1.25771 -0.04320
S 4.43775 2.01880 -0.49027
O 0.44955 2.11303 1.66287
O 0.75687 4.06657 2.70644
O -2.07665 1.41730 0.56944
O -0.07518 5.24924 0.26317
O -0.15742 3.15811 -0.52082
O 1.14466 -0.71932 -2.30665
O -1.31054 0.57775 -1.82760
N 2.09858 -1.65308 1.79286
N 0.50928 -0.57107 0.62639
N 1.99021 1.30288 -0.35645
C -2.35066 1.54070 -1.77678
C 0.04847 4.05065 0.36196
C 2.66459 0.39551 0.42634
C 2.77084 2.19365 -0.88567
C -0.66496 -4.01149 2.52978
C 0.47834 3.38517 1.74821
C -0.85053 0.25810 -3.12774
C -0.04223 -1.67709 1.18592
C 4.04610 0.59094 0.43120
C -3.05770 1.33673 -0.44039
C 0.93547 -2.36801 1.94666
C 0.64063 -3.53225 2.62492
C 1.81981 -0.57351 0.98432
C -0.03955 -1.02239 -2.99988
C -1.32687 -2.19700 1.06462
C -1.61609 -3.36400 1.75674
C -2.55308 1.08366 1.86003
C 1.85498 -1.88928 -1.96270
H 2.43063 2.98724 -1.52376
H -2.06119 -1.71448 0.43479
H 2.79636 -1.57062 -1.52320
H -3.82095 2.11492 -0.28969
H -0.93262 -4.91707 3.05229
H 4.79750 0.08729 0.99825
H -0.62403 -1.76341 -2.43236
H -1.93522 2.55733 -1.82244
H -0.21978 1.06230 -3.52429
H -3.45570 1.66139 2.09502
H -2.76874 0.01112 1.93198
H -1.75866 1.34412 2.55962
H 1.38535 -4.05739 3.20193
H 0.19249 -1.43598 -3.99565
H -1.70226 0.08459 -3.79949
H -3.54304 0.34994 -0.41941
H 2.05324 -2.50051 -2.85364
H -2.60730 -3.78755 1.69456
H 2.97792 -1.83338 2.24255
H 1.29086 -2.48390 -1.23318
H -3.06211 1.38600 -2.59757



No. 5
81
Properties=species:S:1:pos:R:3 method="wB97M-V/def2-TZVPD" lumo_ev=0.16 e_tot_ha=-6031.17565 total_charge=-1 max_force_ha_per_bohr=0.1261
In 1.16260 0.58813 1.35686
S 3.92679 -2.44347 -1.47022
S -6.58222 0.90966 0.75392
S 4.11551 0.73932 1.97435
S 2.40529 -4.38212 -2.74275
S -7.59363 -1.72585 0.72214
P 0.49418 4.61492 1.19383
F 2.97661 -4.81552 -4.23824
F 0.26622 4.32774 -0.38432
F 5.30179 -0.56166 3.79615
F 4.93382 -1.67010 1.93713
F -6.73359 -2.28452 -0.53070
F 6.56322 -0.30459 2.09285
F -0.94643 3.98089 1.59285
F 1.98601 5.09994 0.74031
F 2.83765 -1.40767 -1.88929
F 0.98516 4.70436 2.68604
F -7.94385 1.51676 1.56271
F -0.12444 6.05201 1.22773
F 1.05067 2.95113 1.28123
O 3.62718 -2.49777 -0.08371
O -5.52342 1.57432 1.39718
O -2.16020 -4.53481 -1.89524
O 4.77598 1.91728 2.45697
O 2.14762 -5.61141 -2.01436
O -8.79723 -1.22188 0.30481
O 5.17993 3.79135 -4.71699
O 2.78402 0.26693 2.66432
O 3.07834 3.32770 -4.73539
O 3.72561 0.69265 0.54928
O -7.66879 -2.85920 1.55757
O 1.11036 -3.83127 -2.94490
O -2.41285 -3.01034 -0.41850
O -6.97167 1.12152 -0.56030
O 5.20508 -1.80961 -1.85576
N 0.27144 0.86509 -0.45577
N 3.59220 -3.55170 -2.37659
N -2.55779 -3.43213 -1.54874
N 0.84897 -1.68157 1.40558
N -0.56600 0.73502 2.47147
N 4.05539 3.74544 -4.21126
N -6.63102 -0.59335 1.24383
C -1.58385 0.07062 2.04377
C -3.42725 -2.61111 -2.42845
C -2.99538 1.50018 3.32442
C -0.62154 1.74281 3.32797
C 0.87668 -2.56621 2.41624
C 0.50320 -2.18298 0.19340
C 3.84797 4.30447 -2.79563
C 0.99082 -3.93021 2.19560
C -0.11096 2.04744 -2.99072
C -0.84302 1.59940 -0.78322
C 0.80890 -4.44244 0.93496
C -1.84271 2.24190 3.64078
C 0.53319 -3.55919 -0.09845
C 1.20779 0.73600 -1.46846
C -1.04871 2.29789 -1.96129
C 1.01369 1.18899 -2.76910
C 5.31736 -0.56139 2.45363
C -2.82339 0.30221 2.58930
H 2.10155 0.14626 -1.25959
H -3.20333 -1.51135 -2.34505
H 3.68179 3.36121 -2.24813
H 1.03241 -5.49534 0.72659
H -3.67190 -0.22804 2.19702
H -1.31832 -0.73432 1.37976
H 4.78901 4.75807 -2.57735
H -1.87771 3.14547 4.24772
H -1.99236 2.82635 -2.08453
H 0.28838 -1.49739 -0.60611
H 1.66450 1.03688 -3.60530
H -0.30928 2.36981 -3.99414
H 1.14458 -4.62054 3.03036
H 0.34995 2.14713 3.58338
H -1.49967 1.68291 0.08503
H -4.40072 -2.82226 -2.09932
H -3.31620 -2.97886 -3.45022
H 0.96247 -2.24766 3.47012
H 0.46681 -3.86160 -1.07743
H 3.04109 5.04418 -2.70003
H -3.93032 2.00904 3.60640



No. 6
48
Properties=species:S:1:pos:R:3 method="wB97M-V/def2-TZVPD" lumo_ev=0.44 e_tot_ha=-1363.37141 total_charge=0 max_force_ha_per_bohr=0.1344
F -1.17375 1.25548 6.06139
F -2.42091 -0.40560 4.30564
O 1.65462 -1.35832 -3.28855
O -1.73772 -1.87847 -0.89867
O 0.62466 3.00545 5.27770
O -0.27065 -5.06131 -3.60469
N -0.99976 -3.07101 -4.04004
N 0.99441 0.23385 -1.83462
N -0.80089 -3.73558 -1.87895
C -0.24985 1.64985 -0.33298
C -1.29705 0.30567 3.90420
C 0.37749 1.58569 -1.79257
C 0.84921 -0.55642 -2.99574
C -1.71822 -0.59342 -3.49991
C 0.54140 2.29521 2.98816
C 0.12247 2.21321 4.30927
C -0.76603 1.32372 4.71484
C 2.01435 -0.21147 -0.87765
C -1.34792 -2.45508 -1.91306
C 0.73121 1.29423 0.74129
C -0.29196 -0.27091 -4.02329
C -0.84694 0.39593 2.54744
C 1.48128 -0.03306 0.53492
C -1.72778 -2.04194 -3.36211
C -0.46989 -3.99561 -3.11874
C 1.63521 2.38278 6.15402
C 0.04319 1.38558 2.12015
H -1.21258 -0.37748 1.93125
H -2.82081 -2.29089 -3.43953
H 1.55227 2.78729 7.23779
H -2.07944 -0.14725 -2.60368
H 0.78478 -0.87865 0.73381
H -1.23319 -3.37061 -4.99103
H 1.29630 1.34152 6.24736
H 1.14228 3.03303 2.62755
H 3.00623 0.23128 -1.07738
H 1.43529 2.14098 0.59771
H 2.22162 -1.25409 -0.98962
H 2.69132 2.41301 5.77597
H -0.68032 2.57891 -0.25715
H 1.05991 2.35887 -1.79809
H 2.29963 -0.16947 1.31293
H -2.37836 -0.32519 -4.34930
H -0.31080 -4.04830 -1.05450
H -0.90124 0.66863 -0.33863
H -0.40271 1.82482 -2.47269
H -0.21611 0.70066 -4.35149
H -0.20426 -0.87550 -4.93872



No. 7
51
Properties=species:S:1:pos:R:3 method="wB97M-V/def2-TZVPD" lumo_ev=-3.82 e_tot_ha=-2646.70209 total_charge=+1 max_force_ha_per_bohr=0.0196
Sc -0.44077 -0.33438 0.74311
S -1.69044 -3.10987 2.22878
F -4.54307 -2.05362 -1.66720
F -2.21483 -1.35888 -0.38258
F -4.18250 1.89030 -4.20808
F -1.95161 2.56370 -2.91531
O -2.75659 -3.55933 1.39561
O -0.67219 -2.26530 1.40708
O -0.98366 -4.03052 3.05467
N -0.86961 0.76365 -0.88250
N -0.09320 1.60856 2.28576
N 1.52738 -0.29098 -0.32308
C 2.36722 -1.44142 1.76975
C 1.27299 -2.71179 -1.12445
C 0.23497 1.41271 -1.59535
C -2.04630 0.58953 -1.60725
C 1.55821 -1.25659 -1.46070
C 1.54460 1.08349 -0.88441
C 2.67095 -0.49374 0.61229
C -2.78245 -0.55183 -1.33146
C -2.19428 -1.67116 3.17352
C -3.72656 1.06150 -3.27336
C -1.06064 0.76996 2.91415
C -2.56155 1.41138 -2.60624
C -2.28377 0.54466 2.26943
C -0.62663 -0.05902 3.94817
C -1.21682 -1.29565 4.09590
C -3.92988 -0.92090 -1.99247
C -4.42527 -0.09507 -2.98493
C -2.87098 -0.71498 2.42458
H 0.83985 -0.90257 -2.19737
H 0.25776 1.07157 -2.63389
H 2.07337 -3.16968 -0.54528
H 0.12954 2.49878 -1.63067
H 2.55465 -1.19102 -1.91140
H -2.69361 1.29690 1.60302
H 2.38938 1.21051 -1.56848
H 3.12788 -1.32082 2.54084
H 2.93396 0.48551 1.01484
H -3.70077 -1.02008 1.79890
H 2.34618 -2.48781 1.47678
H 1.20565 -3.25908 -2.06444
H -0.78194 -2.04721 4.74216
H 0.33352 -2.86683 -0.58722
H 1.39745 -1.25620 2.25376
H 1.69367 1.77006 -0.04855
H -0.44191 2.50114 1.94946
H -5.33386 -0.33920 -3.51589
H 3.53956 -0.84444 0.04892
H 0.26179 0.20269 4.51104
H 0.71230 1.76886 2.88004



No. 8
49
Properties=species:S:1:pos:R:3 method="wB97M-V/def2-TZVPD" lumo_ev="-0.42 / -2.49" s_squared=0.795 e_tot_ha=-1700.26028 total_charge=0 max_force_ha_per_bohr=0.0429 spin_multiplicity=2
Sb -5.36102 -0.01551 -0.38963
F -5.90948 1.62302 -1.13200
F -4.49102 -1.59759 0.49033
F -1.82692 -0.04865 2.28123
F -6.86071 -0.18798 0.73496
F -6.00105 -1.01437 -1.87611
F -3.52426 0.18231 -1.16987
F -4.45150 1.01000 1.05783
N 0.06273 -0.07970 0.20308
C 1.28078 -3.10445 0.23654
C 0.50571 -0.02492 1.50067
C -0.76745 2.58737 -1.18675
C -0.59386 -2.76313 -1.34143
C 2.45354 1.18517 -2.39280
C 0.74515 2.51166 -1.13980
C 0.95005 -0.04351 -0.88206
C 3.05552 -0.00032 -2.76605
C 1.25500 3.12379 0.16026
C -0.08547 0.16295 3.87585
C 1.86803 0.01415 1.90585
C 2.24186 0.11919 3.24085
C 1.49088 -1.25829 -1.40990
C 2.61092 -1.19712 -2.24784
C 1.36662 1.19467 -1.50729
C 0.91892 -2.63095 -1.14985
C 1.26443 0.21458 4.22192
C -0.45807 0.01221 2.55899
Li -2.79012 -0.11683 0.71135
H 0.81101 -2.50790 1.01081
H 2.34016 2.99265 0.30249
H 3.05610 -2.11406 -2.56839
H -0.86256 0.22203 4.62943
H -0.89866 -3.81237 -1.18342
H 2.34937 -3.06415 0.47229
H -1.20615 1.82606 -0.52744
H 1.05405 4.23295 0.18567
H -1.14182 3.59446 -0.93084
H 2.66724 0.04564 1.15560
H 1.52341 -3.25955 -1.85082
H 3.31576 0.09131 3.46857
H 0.98497 -4.14532 0.42726
H 0.78222 2.67026 1.03175
H -0.90186 -2.48564 -2.35194
H -1.07933 -2.08007 -0.67230
H 3.86555 -0.02188 -3.47448
H -1.09333 2.33904 -2.21203
H 2.80247 2.13067 -2.80755
H 1.55616 0.34094 5.24935
H 1.12604 3.14714 -1.94237



No. 9
49
Properties=species:S:1:pos:R:3 method="wB97M-V/def2-TZVPD" lumo_ev=2.50 e_tot_ha=-1688.81735 total_charge=-1 max_force_ha_per_bohr=0.0146
Tl 2.04983 0.12148 -0.31768
I 4.73365 -1.84417 1.46525
O 1.91863 -2.47259 -0.19813
O -1.34581 2.07326 2.24125
O 1.17970 -4.27057 0.90224
O 0.38986 1.81838 0.85832
N 0.41917 -0.84865 1.37588
N 3.10069 0.44891 2.30787
N -1.56375 0.27663 -3.58070
N -0.13088 -0.18137 -1.78118
C -0.67789 0.62715 -2.59138
C 3.18885 1.70222 4.31963
C 0.50123 -2.13924 1.67876
C 1.27543 -3.05855 0.70379
C -0.09552 -2.66881 2.81730
C -2.06099 -1.08343 -3.65412
C 4.08259 -0.30217 2.74358
C 2.65033 1.43143 3.07126
C -0.80223 -1.82718 3.65767
C 4.23463 0.91022 4.77208
C -3.16936 -1.36585 -2.63867
C -0.94378 -0.50001 3.29276
C -0.28152 2.07048 -2.45989
C 4.69701 -0.12279 3.97387
C -3.35521 1.89436 -4.22601
C -0.31248 -0.04844 2.14125
C -2.02553 1.21687 -4.57270
C -0.44672 1.42097 1.70461
H -1.24372 -2.19757 4.57532
H -2.43171 -1.25654 -4.66882
H 2.80059 2.50535 4.92653
H -1.52033 0.20506 3.87339
H 4.68347 1.08683 5.74001
H -2.82246 -1.12854 -1.63559
H -4.05034 -0.76437 -2.85265
H -1.22636 -1.77398 -3.48722
H -1.25820 1.97960 -4.71465
H 5.50309 -0.76965 4.27693
H 0.02659 -3.72282 3.01371
H -3.30426 2.35192 -3.24141
H -1.10841 2.75123 -2.63592
H -3.44718 -2.41703 -2.67314
H 1.83124 1.99643 2.65102
H 0.52696 2.29771 -3.15379
H -2.13657 0.68359 -5.52405
H -0.36618 -1.16308 -1.84700
H 0.08296 2.21073 -1.44374
H -4.17251 1.17735 -4.22799
H -3.57659 2.66923 -4.95785